1.
C11H17BN6O3SSn as an isolated structure at a distorted geometry, computed with wB97M-V/def2-TZVPD.

Properties
Kohn-Sham gap: 6.03 eV
2S+1: 1
Highest occupied orbital energy: -15.375 eV
F_max: 7.53 eV Å⁻¹
LUMO level: -0.3433 Ha
Charge: +2

Element x y z (Å)
1 Sn -0.158 -0.314 0.551
2 S 1.085 1.075 2.720
3 O -0.034 1.526 1.759
4 O 1.285 -0.394 2.346
5 O 2.268 1.878 2.682
6 N -0.534 1.557 -1.035
7 N 1.693 -0.195 -0.555
8 N 1.786 -0.040 -1.923
9 N -0.179 1.430 -2.353
10 N -0.426 -1.053 -2.581
11 N -0.862 -1.340 -1.317
12 C -1.749 -2.357 -1.393
13 C 2.947 -0.229 -0.051
14 C 3.083 0.024 -2.266
15 C 0.385 1.043 4.366
16 C -1.762 -1.164 1.961
17 C -1.003 -1.900 -3.450
18 C -1.047 2.782 -0.866
19 C -0.478 2.559 -3.018
20 C -1.039 3.449 -2.107
21 C -1.849 -2.734 -2.737
22 C 3.843 -0.084 -1.112
23 B 0.543 0.134 -2.846
24 H 3.349 0.137 -3.310
25 H -1.839 -0.983 3.039
26 H -1.384 4.437 -2.309
27 H -0.756 -1.830 -4.501
28 H 3.143 -0.332 1.003
29 H 4.913 -0.059 -1.034
30 H 0.221 2.078 4.692
31 H -0.558 0.481 4.380
32 H 0.844 0.222 -4.001
33 H -0.668 -1.515 1.866
34 H -1.382 3.146 0.092
35 H -2.464 -3.517 -3.136
36 H -2.260 -2.748 -0.526
37 H -2.364 -2.020 1.637
38 H 1.124 0.558 5.019
39 H -2.204 -0.269 1.489
40 H -0.266 2.626 -4.072

natural (NBO) atomic charge list, values in e, 8 entries: 2.1734 2.3318 -0.9623 -0.9835 -0.8289 -0.3819 -0.4598 -0.3050

=====

2.
An isolated ion of composition C11H17BrN2 and charge +2 at a distorted geometry, computed with wB97M-V/def2-TZVPD.

Properties
Kohn-Sham gap: 7.17 eV
2S+1: 1
Highest occupied orbital energy: -15.674 eV
F_max: 5.67 eV Å⁻¹
LUMO level: -0.3126 Ha
SMILES: C=[N+]=C/C(=C\C=C\Br)C[NH+]1CCCC1
Charge: +2

Element x y z (Å)
1 Br -4.378 0.937 4.016
2 N 0.585 -0.666 -1.209
3 N 0.032 1.475 2.540
4 C 0.939 -1.756 -2.201
5 C 1.569 0.414 -1.458
6 C -1.676 -0.218 0.947
7 C 0.403 0.351 2.160
8 C -0.460 2.581 2.829
9 C 1.403 -1.078 -3.483
10 C -2.688 0.227 1.917
11 C 1.708 0.446 -3.032
12 C 0.491 -1.206 0.136
13 C -0.304 -0.342 1.159
14 C -2.743 0.226 3.244
15 H 2.292 -1.573 -3.803
16 H 2.470 0.199 -0.862
17 H 0.560 -1.010 -4.272
18 H -0.975 2.801 3.735
19 H 1.285 0.133 2.670
20 H -2.153 -0.676 0.110
21 H -3.551 0.560 1.287
22 H -0.066 -2.155 0.234
23 H -0.122 3.396 2.290
24 H 0.922 1.087 -3.440
25 H 1.636 -2.398 -1.679
26 H 1.499 -1.257 0.401
27 H -2.112 -0.158 3.963
28 H -0.352 -0.308 -1.349
29 H 0.009 -2.303 -2.413
30 H 1.176 1.481 -1.159
31 H 2.601 0.789 -3.276

natural (NBO) atomic charge list, values in e, 8 entries: 0.1549 -0.3484 -0.2119 -0.2200 -0.2476 -0.0333 0.1778 0.1026

=====

3.
C11H17BrNO as an isolated structure at a distorted geometry, computed with wB97M-V/def2-TZVPD.

Properties
Kohn-Sham gap: 8.14 eV
2S+1: 1
Highest occupied orbital energy: -11.159 eV
F_max: 19.73 eV Å⁻¹
LUMO level: -0.1111 Ha
Charge: +1

Element x y z (Å)
1 Br 4.490 -1.325 -0.101
2 O 0.110 1.188 0.756
3 N -1.938 -0.292 0.168
4 C -2.018 -1.678 -0.309
5 C 2.211 -0.053 0.538
6 C -0.795 -2.317 -0.579
7 C 3.475 0.082 0.206
8 C 4.230 1.425 -0.321
9 C -0.854 1.690 0.024
10 C 3.354 2.533 -0.145
11 C -2.791 -2.406 0.678
12 C 1.374 1.257 0.592
13 C 2.000 2.479 0.006
14 C -1.710 0.999 -0.632
15 H -0.345 -2.563 0.344
16 H 5.103 1.375 -0.364
17 H -1.108 -0.315 0.784
18 H 1.374 3.504 0.266
19 H -1.133 0.517 -1.565
20 H -2.658 -0.112 0.900
21 H -0.448 2.426 -0.551
22 H -0.243 -1.588 -1.384
23 H -2.867 -1.642 -1.037
24 H -3.122 -3.659 0.142
25 H -0.992 -3.301 -1.096
26 H -1.514 2.469 0.884
27 H 1.799 -0.792 0.788
28 H -2.542 1.356 -1.095
29 H -3.964 -2.128 0.992
30 H -2.327 -2.660 1.597
31 H 3.850 3.529 -0.487

natural (NBO) atomic charge list, values in e, 8 entries: 0.1591 -0.5137 -0.5199 -0.1281 -0.2847 -0.6373 -0.1187 -0.1167

=====

4.
A 2-piece molecular cluster, C11H17BrNO3 overall at a distorted geometry, computed with wB97M-V/def2-TZVPD.

Properties
Kohn-Sham gap: 6.95 eV
2S+1: 1
Highest occupied orbital energy: -12.320 eV
F_max: 5.76 eV Å⁻¹
LUMO level: -0.1973 Ha
Charge: +1

Element x y z (Å)
1 Br -0.751 -0.205 0.473
2 O -4.822 -1.737 1.303
3 O -6.411 -3.254 1.264
4 O -5.602 -2.459 -0.734
5 N 5.956 3.009 -0.828
6 C 4.679 3.675 -0.293
7 C -3.921 -0.870 0.618
8 C 5.954 1.631 -1.486
9 C -5.611 -2.481 0.487
10 C 3.220 2.883 -0.371
11 C 1.781 0.515 -1.120
12 C 1.003 0.799 0.300
13 C 1.951 0.278 1.567
14 C 3.194 1.391 -1.049
15 C -7.302 -4.096 0.535
16 C 4.568 0.712 -1.638
17 H -4.471 -0.143 0.012
18 H 1.258 0.382 2.530
19 H 6.942 1.169 -1.912
20 H 1.149 0.748 -2.080
21 H -7.893 -4.667 1.255
22 H 2.252 -0.853 1.477
23 H -3.341 -0.325 1.367
24 H 4.664 4.754 0.189
25 H 2.276 3.427 0.075
26 H -3.227 -1.446 -0.002
27 H 2.086 -0.627 -1.159
28 H -6.743 -4.801 -0.089
29 H 6.852 3.559 -0.716
30 H 0.747 1.923 0.504
31 H 2.904 0.953 1.732
32 H 4.644 -0.348 -2.136
33 H -7.987 -3.497 -0.075

natural (NBO) atomic charge list, values in e, 8 entries: 0.0268 -0.4973 -0.4934 -0.6363 -0.5297 0.0796 -0.2577 0.0920

=====

5.
C11H17ClINO2PRu as an isolated structure at a distorted geometry, computed with wB97M-V/def2-TZVPD.

Properties
Kohn-Sham gap (alpha / beta): 6.01 / 3.30 eV
2S+1: 6
Highest occupied orbital energy (alpha / beta): -14.117 / -15.286 eV
F_max: 4.16 eV Å⁻¹
LUMO level (alpha / beta): -0.2980 / -0.4406 Ha
Charge: +2

Element x y z (Å)
1 I 4.463 0.628 -0.878
2 Ru -1.386 -0.276 -0.065
3 Cl -3.375 0.767 0.119
4 P -0.828 0.979 -1.678
5 O 2.353 -0.736 2.079
6 O 3.891 -1.057 -3.029
7 N -1.325 -0.273 2.035
8 C -1.456 -1.771 3.864
9 C -0.364 -1.126 4.436
10 C -1.663 2.559 -2.068
11 C 3.505 -0.811 -1.899
12 C 0.778 1.373 -2.364
13 C -1.596 -0.373 -2.654
14 C 0.122 0.060 3.875
15 C -1.971 -1.267 2.663
16 C 2.042 0.220 1.517
17 C -0.463 0.513 2.698
18 C 2.378 -1.604 -1.263
19 H 0.613 1.609 -3.430
20 H 1.415 -1.069 -1.309
21 H -0.840 -1.134 -2.886
22 H -2.744 2.456 -2.102
23 H 1.137 2.262 -1.805
24 H -0.294 1.479 2.235
25 H -1.381 3.258 -1.275
26 H -1.275 2.957 -3.026
27 H -2.437 -0.817 -2.063
28 H 0.147 -1.554 5.313
29 H -1.943 -2.612 4.309
30 H -1.960 0.107 -3.569
31 H 2.277 -2.565 -1.763
32 H 1.509 0.572 -2.257
33 H -2.875 -1.622 2.159
34 H 0.953 0.618 4.299
35 H 2.596 -1.752 -0.219

natural (NBO) atomic charge list, values in e, 8 entries: 0.6650 0.7257 -0.3895 0.9999 -0.4879 -0.1529 -0.5545 -0.2226

=====

6.
C11H17ClINO2PRu as an isolated structure at a distorted geometry, computed with wB97M-V/def2-TZVPD.

Properties
Kohn-Sham gap (alpha / beta): 6.34 / 4.73 eV
2S+1: 5
Highest occupied orbital energy (alpha / beta): -19.233 / -19.250 eV
F_max: 5.34 eV Å⁻¹
LUMO level (alpha / beta): -0.4740 / -0.5336 Ha
Charge: +3

Element x y z (Å)
1 I 4.468 0.525 -0.861
2 Ru -1.459 -0.289 -0.006
3 Cl -3.383 0.925 0.096
4 P -0.845 0.961 -1.628
5 O 3.834 -1.059 -3.000
6 O 2.351 -0.794 1.967
7 N -1.335 -0.214 2.095
8 C 2.006 0.158 1.442
9 C -0.479 0.576 2.798
10 C 2.292 -1.632 -1.232
11 C -1.603 2.558 -2.110
12 C -1.447 -1.743 3.906
13 C -1.978 -1.217 2.731
14 C 0.759 1.333 -2.382
15 C 0.175 0.034 3.920
16 C -0.334 -1.134 4.477
17 C 3.423 -0.819 -1.862
18 C -1.536 -0.313 -2.710
19 H -0.270 1.569 2.392
20 H 0.561 1.524 -3.452
21 H -1.339 3.289 -1.312
22 H 2.211 -2.583 -1.778
23 H -1.880 -2.670 4.294
24 H 1.492 0.544 -2.280
25 H -0.753 -1.046 -2.892
26 H -2.401 -0.757 -2.195
27 H -2.887 -1.545 2.246
28 H -1.189 2.911 -3.064
29 H 0.164 -1.568 5.350
30 H 1.126 2.232 -1.901
31 H 2.421 -1.829 -0.162
32 H -2.697 2.491 -2.180
33 H 1.324 -1.129 -1.361
34 H -1.842 0.148 -3.653
35 H 1.050 0.560 4.307

natural (NBO) atomic charge list, values in e, 8 entries: 0.7575 0.9821 -0.1600 1.1707 -0.1608 -0.4614 -0.5635 0.4648

=====

7.
C11H17ClMgS4 as an isolated structure at a distorted geometry, computed with wB97M-V/def2-TZVPD.

Properties
Kohn-Sham gap: 5.19 eV
2S+1: 1
Highest occupied orbital energy: 0.246 eV
F_max: 1.36 eV Å⁻¹
LUMO level: 0.1999 Ha
Charge: -2

Element x y z (Å)
1 Cl -0.213 2.456 -2.402
2 S 1.804 -2.106 -2.239
3 S 2.383 -1.075 -0.627
4 S -0.954 -2.384 -0.155
5 S -0.205 -2.995 -1.912
6 Mg 0.115 0.042 -0.017
7 C 2.537 0.733 2.535
8 C -1.000 1.524 1.587
9 C -1.163 0.316 2.286
10 C 0.384 1.833 1.561
11 C 1.064 0.804 2.248
12 C 0.932 3.163 1.132
13 C -0.684 0.802 -1.908
14 C 0.110 -0.128 2.687
15 C -2.065 2.486 1.149
16 C -2.446 -0.388 2.614
17 C 0.381 -1.378 3.472
18 H -1.780 0.835 -1.909
19 H 3.070 1.541 2.035
20 H -2.606 -0.440 3.698
21 H -2.437 -1.409 2.230
22 H 2.739 0.811 3.612
23 H 1.373 -1.347 3.923
24 H -1.950 2.759 0.100
25 H 0.519 3.972 1.750
26 H -0.396 0.193 -2.771
27 H 2.017 3.199 1.234
28 H 0.681 3.386 0.095
29 H -3.302 0.128 2.179
30 H -0.355 -1.498 4.274
31 H -3.061 2.067 1.287
32 H 0.323 -2.265 2.837
33 H -2.014 3.413 1.734
34 H 2.958 -0.209 2.177

natural (NBO) atomic charge list, values in e, 8 entries: -0.2148 -0.1824 -0.7070 -0.7111 -0.1871 1.6562 -0.6484 -0.1858